Molecular formula: C43H63AsCdN3OSSb2Si2
Method: DFT, the ωB97M-V functional and the def2-TZVPD basis

Orbital gap, eV: 6.80
Total energy, eV: -157193.855
Energy relative to the best compared isomer or geometry (same formula, charge and spin), kcal/mol: 33.4
2S+1: 1
Charge: +1

XYZ file:
```
117
Properties=species:S:1:pos:R:3:lowdin_charge:R:1
Cd -0.76 0.04 -1.43 1.185
C 2.75 -0.98 -0.40 -0.390
C 2.46 -2.27 0.33 -0.386
C 1.00 -2.43 0.74 -0.413
Sb 0.66 -1.62 2.72 1.463
C -1.35 -2.39 2.92 -0.400
C -2.24 -1.63 3.67 -0.163
C -3.57 -2.00 3.78 -0.078
C -4.02 -3.15 3.16 -0.080
C -3.14 -3.93 2.43 -0.084
C -1.82 -3.54 2.31 -0.159
C 1.50 -3.30 3.80 -0.366
C 2.13 -3.07 5.02 -0.143
C 2.58 -4.13 5.78 -0.081
C 2.42 -5.43 5.34 -0.081
C 1.81 -5.66 4.12 -0.080
C 1.36 -4.60 3.36 -0.131
Sb 2.28 0.78 0.78 1.420
C 3.63 2.18 -0.19 -0.402
C 4.33 1.92 -1.36 -0.140
C 5.19 2.87 -1.88 -0.091
C 5.35 4.09 -1.25 -0.087
C 4.64 4.37 -0.10 -0.084
C 3.79 3.41 0.43 -0.156
C 3.79 0.37 2.27 -0.398
C 3.49 0.30 3.62 -0.189
C 4.48 0.00 4.54 -0.091
C 5.78 -0.20 4.12 -0.076
C 6.09 -0.08 2.77 -0.071
C 5.10 0.20 1.86 -0.127
H 2.15 -0.93 -1.31 0.030
H 3.80 -0.94 -0.67 0.056
H 3.10 -2.35 1.22 0.094
H 2.74 -3.11 -0.33 0.116
H 0.73 -3.48 0.73 0.041
H 0.34 -1.91 0.04 -0.010
H -1.88 -0.75 4.18 0.079
H -4.25 -1.38 4.35 0.107
H -5.06 -3.43 3.23 0.107
H -3.48 -4.84 1.95 0.110
H -1.16 -4.15 1.71 0.086
H 2.26 -2.05 5.37 0.079
H 3.07 -3.94 6.73 0.105
H 2.76 -6.26 5.94 0.106
H 1.69 -6.68 3.76 0.106
H 0.89 -4.81 2.41 0.076
H 4.20 0.98 -1.87 0.097
H 5.75 2.65 -2.78 0.109
H 6.04 4.82 -1.66 0.107
H 4.75 5.33 0.39 0.109
H 3.26 3.61 1.36 0.100
H 2.48 0.49 3.98 0.055
H 4.24 -0.07 5.59 0.105
H 6.55 -0.45 4.83 0.107
H 7.11 -0.21 2.44 0.107
H 5.35 0.30 0.81 0.093
C -3.98 1.90 -5.55 -0.234
Si -2.41 2.07 -4.47 0.247
C -2.68 3.67 -3.44 -0.238
C -0.88 2.27 -5.62 -0.214
As -2.65 0.19 -3.01 0.598
Si -1.56 -1.44 -4.34 0.176
C 0.31 -1.09 -4.65 -0.229
C -2.46 -1.75 -5.99 -0.218
C -1.61 -3.06 -3.32 -0.247
H -4.17 2.77 -6.16 0.029
H -4.84 1.74 -4.91 0.020
H -3.92 1.04 -6.22 0.009
H -2.56 4.57 -4.04 0.030
H -2.00 3.74 -2.60 -0.045
H -3.69 3.67 -3.05 0.018
H -0.92 3.20 -6.17 0.030
H -0.87 1.47 -6.36 0.017
H 0.05 2.24 -5.08 -0.013
H 0.47 -0.10 -5.06 -0.005
H 0.73 -1.81 -5.35 0.029
H 0.88 -1.16 -3.72 -0.006
H -2.30 -0.94 -6.70 0.012
H -3.53 -1.83 -5.82 0.026
H -2.13 -2.67 -6.45 0.028
H -1.08 -2.96 -2.37 -0.009
H -1.15 -3.89 -3.86 0.027
H -2.63 -3.34 -3.10 0.018
O 0.96 1.86 -1.67 -0.761
S 0.52 3.16 -2.29 0.897
C 1.97 4.04 -2.96 -0.283
C 1.48 5.47 -2.86 -0.229
C 1.04 5.68 -1.41 -0.205
C 0.49 4.35 -0.89 -0.278
H 2.19 3.71 -3.97 0.102
H 2.82 3.84 -2.30 0.067
H 0.61 5.59 -3.51 0.112
H 2.24 6.19 -3.16 0.124
H 0.29 6.47 -1.34 0.116
H 1.90 5.98 -0.80 0.111
H -0.53 4.42 -0.51 0.084
H 1.13 3.89 -0.14 0.067
N -0.98 1.45 2.26 0.067
C -2.26 1.89 1.95 -0.357
C -3.23 2.04 2.94 -0.045
C -4.52 2.38 2.60 -0.079
C -4.88 2.55 1.27 -0.094
C -3.93 2.39 0.27 -0.094
C -2.62 2.10 0.61 -0.104
H -0.71 1.59 3.22 0.088
H -0.27 1.78 1.61 -0.018
H -2.95 1.89 3.97 0.109
H -5.25 2.53 3.39 0.108
H -5.89 2.80 1.01 0.102
H -4.21 2.49 -0.77 0.092
H -1.85 2.04 -0.15 0.040
N -3.74 -0.89 -0.30 -0.103
N -2.48 -1.18 0.32 -0.088
H -4.50 -0.87 0.39 0.079
H -3.95 -1.65 -0.95 0.046
H -2.49 -2.11 0.77 0.040
H -2.36 -0.51 1.08 0.033
```

=====

Molecular formula: C6H10N2O2
Method: DFT, the ωB97M-V functional and the def2-TZVPD basis

SMILES string: NC(=O)C/C=C\CC(N)=O
Orbital gap, eV: 9.71
Total energy, eV: -13458.899
Energy relative to the best compared isomer or geometry (same formula, charge and spin), kcal/mol: 24.0
2S+1: 1

XYZ file:
```
20
Properties=species:S:1:pos:R:3:lowdin_charge:R:1
C -2.43 -0.54 -0.08 -0.577
C -1.69 0.56 0.82 -0.056
C -0.82 1.37 -0.24 -0.082
C 0.48 1.45 -0.47 -0.132
C 1.53 0.83 0.46 -0.125
C 1.74 -0.62 0.08 -0.573
H -1.99 -2.53 -0.56 0.127
H -0.77 -1.63 0.24 0.091
H -2.42 1.18 1.27 0.097
H -1.18 -0.08 1.52 0.083
H -1.42 2.10 -0.90 0.133
H 0.84 2.16 -1.27 0.115
H 1.05 0.88 1.56 0.159
H 2.48 1.37 0.64 0.116
H 3.00 -1.89 -0.85 0.109
H 3.11 -0.16 -1.26 0.107
N -1.84 -1.74 0.09 0.131
N 2.60 -0.97 -0.91 0.175
O -3.35 -0.34 -0.81 0.058
O 1.07 -1.40 0.68 0.043
```